(1)
Molecular formula: H14NaO7
Method: DFT, ωB97M-V/def2-TZVPD

Geometry as XYZ:
```
22
Properties=species:S:1:pos:R:3:forces:R:3
H -0.380518 1.530229 -2.573566 0.0693 -0.0745 -0.3540
H 0.186247 2.172078 0.815316 -0.3320 0.2691 0.1673
O -3.255578 0.295270 0.549272 -0.0343 0.5067 -0.0600
H -0.344218 -2.144346 1.916106 -0.1057 -0.3341 0.0725
H 1.265929 3.033767 0.195903 0.0862 0.2834 -0.0492
H 0.337777 -0.985582 2.611837 0.0616 0.0993 0.3519
O -0.674157 1.521253 -1.662565 0.1025 -0.2720 0.1351
H -1.635380 -2.545274 -0.790248 -0.0529 -0.3488 0.0668
O -1.739944 -1.600325 -0.901540 0.6244 0.1093 0.1431
O 2.272124 0.620435 -1.640629 -0.3359 -0.5516 -0.1737
H 2.702401 -2.409148 0.889798 0.1878 -0.3227 -0.1285
H -3.447696 -0.072067 1.412056 -0.1334 -0.0247 0.2485
Na 0.386032 -0.264992 -0.220129 0.0804 0.1247 -0.2918
O 1.089548 2.143446 0.499949 0.2003 -0.4815 0.3533
O 2.526241 -1.469171 0.849456 -0.3811 0.3272 -0.2627
H 1.977002 1.521906 -1.769001 -0.0370 0.2700 0.0031
H -1.407786 2.135714 -1.640831 -0.3776 0.1329 0.1044
O -0.309069 -1.188003 1.935919 -0.1065 0.3352 -0.4218
H -2.393170 -1.511250 -1.595505 -0.2555 0.1607 -0.3257
H -2.562597 -0.264484 0.199015 0.0999 -0.3619 -0.0491
H 2.786527 0.648906 -0.833900 0.3933 0.0182 0.2115
H 2.620285 -1.168363 1.753287 0.2462 0.1350 0.2593
```
Forces are in eV/Å.

Properties
Charge: +1
HOMO-LUMO gap: 10.74 eV
Energy above the lowest of the compared OMol25 structures with the same formula, charge and spin: 0.768 eV



(2)
Molecular formula: C3H9NO2
Method: DFT, ωB97M-V/def2-TZVPD

Geometry as XYZ:
```
15
Properties=species:S:1:pos:R:3:forces:R:3
O 1.313003 -0.126818 1.288562 0.2386 -0.1031 -0.0046
O 3.860458 -1.673685 1.709310 0.3546 -0.1884 -0.3032
H 3.036114 -1.838493 1.230036 -0.2520 0.2935 0.2794
C -0.245584 0.053323 -0.572195 -0.1218 0.0325 0.9698
H 1.309154 1.552544 0.042318 0.0717 0.0102 -0.0289
C -1.669685 0.488381 -0.172796 0.4461 0.0709 0.4201
H -1.865264 0.083703 0.823475 -0.0992 -0.0743 -0.0503
H -1.659591 1.579326 -0.046844 -0.1205 0.0443 -0.2134
H -3.546696 0.479220 -0.995106 -0.3289 0.0984 0.1654
H -2.369730 0.250179 -2.053509 0.0619 -0.1078 -0.0459
C 0.848242 0.591777 0.316536 -0.1655 0.1961 -0.2588
N -2.675268 -0.009110 -1.119935 0.1134 0.0087 -0.2592
H -0.184649 -1.024757 -0.376579 -0.0995 -0.1201 -0.6627
H 3.974090 -0.728671 1.558224 -0.2740 0.0022 0.1481
H -0.124597 0.323078 -1.631493 0.1751 -0.1630 -0.1559
```
Forces are in eV/Å.

Properties
Charge: -1
HOMO-LUMO gap (alpha / beta): 4.16 / 7.51 eV
2S+1: 2
Energy above the lowest of the compared OMol25 structures with the same formula, charge and spin: 0.557 eV
⟨S²⟩: 0.754



(3)
Molecular formula: C13H23I2OP2Sn
Method: DFT, ωB97M-V/def2-TZVPD

Geometry as XYZ:
```
42
Properties=species:S:1:pos:R:3:forces:R:3
H 2.219486 -1.708494 -1.958849 0.3404 -0.0080 -0.0633
H 4.749518 0.505439 0.402208 -0.4586 -0.1540 -0.0300
H -4.784140 0.692139 -2.721669 0.1078 0.0822 -0.0219
H 2.784681 -0.043595 -2.084475 0.1461 -0.1773 0.1258
I -0.916849 -1.380717 -2.855842 0.6606 -0.9999 0.4447
H -3.496059 -0.496197 -2.331259 -0.2489 0.3511 -0.1143
H -0.167221 -2.160896 6.191013 -0.1094 0.2989 -0.2642
H -4.145679 2.991380 -4.561395 0.1572 0.0003 0.1938
H 3.534132 1.008385 1.623661 0.1813 -0.0004 -0.3132
C 3.678979 0.705458 0.575861 -0.6941 0.6550 0.5098
H 3.456518 -3.088964 0.526290 0.1179 0.1997 0.1081
C 0.828837 0.879134 5.004279 -0.2822 -0.1130 -0.6759
H -2.572104 3.744267 -4.144256 -0.2252 -0.0993 -0.0348
H 0.801706 -0.008298 6.980760 -0.1973 -0.0299 -0.5185
C 0.107351 -0.560433 3.194709 -0.0078 0.0868 0.0345
C -0.235241 -1.558739 4.109711 0.0648 -0.2820 0.6672
C -3.351940 3.053388 -3.803421 0.1598 0.3423 0.1549
H -3.456043 0.921926 -5.756195 0.2219 -0.0361 0.1599
C -3.748542 0.568436 -2.384646 0.2195 -0.4076 0.2490
O -3.419740 -1.632772 0.653262 2.9897 0.0856 0.5638
C 3.750223 -2.109349 0.926800 -0.6404 -0.3454 0.4992
H -1.668404 0.728851 -5.648749 -0.2609 0.0364 0.0279
C 0.008838 -1.349434 5.481058 0.1611 -0.1258 -0.3719
H 3.348593 1.522868 -0.082317 0.1429 -0.1955 0.2712
H 1.212392 1.836300 5.365342 -0.1301 -0.2895 -0.2379
C 0.590575 0.683750 3.623942 0.4097 -0.0296 0.7177
H 3.975290 -1.356268 -1.759010 -0.2622 0.1341 0.1661
H -2.740048 -0.530060 -4.978399 -0.0245 0.3126 -0.1231
Sn 0.273538 -1.365077 1.209536 0.6347 0.1729 0.8493
P -2.681490 1.409841 -3.558455 -0.5268 0.2823 -0.4412
H -3.772941 3.418580 -2.857304 0.1189 -0.0306 -0.2341
C -2.623871 0.546920 -5.141969 0.0974 -0.1861 -0.0228
H -3.626335 1.000509 -1.389552 -0.1228 0.1480 -0.1003
H 0.792375 1.494685 2.934958 0.0431 -0.0241 -0.0056
H -0.656624 -2.518483 3.800048 0.1113 0.2031 0.0646
H 4.801030 -1.904124 0.665726 -0.4319 0.0408 0.0053
P 2.693923 -0.789110 0.220179 2.3418 -0.0306 -0.7358
H 3.648406 -2.128515 2.022889 0.1609 -0.0455 -0.2888
C 2.955243 -0.995553 -1.566750 -0.9491 -0.0896 -0.2937
C 0.561780 -0.145715 5.918293 0.0292 -0.0747 -0.0433
C -2.298336 -1.582255 0.850325 -3.5423 -0.0681 -0.7238
I -0.411809 1.700794 -2.696341 -0.5039 0.4106 -0.1544
```
Forces are in eV/Å.

Properties
Charge: +3
HOMO-LUMO gap (alpha / beta): 6.32 / 5.36 eV
Energy above the lowest of the compared OMol25 structures with the same formula, charge and spin: 0.000 eV